1.
C6H16ClIN2O2PPt as an isolated structure at a distorted geometry, computed with wB97M-V/def2-TZVPD.

Orbital gap (spin up / spin down) (eV): 5.329 / 3.558
Spin multiplicity: 5
Electronic energy (eV): -46678.1526
Total charge: +3
Energy above the lowest of the compared OMol25 structures with the same formula, charge and spin (eV): 0.222

```
30
C6H16ClIN2O2PPt | the OMol25 dataset | wB97M-V/def2-TZVPD
C -1.226 1.586 2.857
I -1.912 2.782 1.480
H -1.174 0.633 3.447
H -2.086 0.927 2.146
H -0.230 2.082 2.940
Pt 1.487 -0.570 -0.771
P 2.092 -0.183 -2.993
C 1.724 1.419 -3.778
C 3.907 -0.184 -2.780
H 1.455 -2.394 -3.782
H 1.399 -1.214 -5.135
H 0.137 -1.191 -3.933
C 1.197 -1.376 -4.079
H 4.230 -1.215 -2.461
H 4.472 0.121 -3.656
H 2.245 1.558 -4.776
H 2.002 2.266 -3.143
H 4.130 0.523 -1.961
H 0.628 1.462 -4.008
C 0.789 1.099 -0.821
O 0.424 2.196 -0.992
Cl 2.477 -2.611 -0.827
N -4.464 -1.585 4.382
C -3.375 -0.840 4.161
N -2.581 -0.586 5.270
O -3.115 -0.440 3.015
H -4.663 -2.108 5.208
H -5.141 -1.570 3.651
H -1.851 0.108 5.153
H -2.975 -0.694 6.189
```

2.
C6H16F6FeN8O10S2 as an isolated structure at a distorted geometry, computed with wB97M-V/def2-TZVPD.

Orbital gap (spin up / spin down) (eV): 2.932 / 6.962
Spin multiplicity: 9
Electronic energy (eV): -111232.2009
Energy above the lowest of the compared OMol25 structures with the same formula, charge and spin (eV): 5.069

```
49
C6H16F6FeN8O10S2 | the OMol25 dataset | wB97M-V/def2-TZVPD
Fe -0.193 0.581 -0.155
C 3.504 1.831 -1.872
F 4.073 2.221 -0.733
F 4.204 2.146 -3.009
F 3.224 0.464 -1.863
S 1.827 2.914 -1.817
O 1.482 3.437 -3.169
O 0.762 2.142 -1.173
O 2.119 4.139 -1.068
C -3.096 -1.920 -2.428
F -2.757 -2.813 -1.468
F -2.316 -1.996 -3.484
F -4.361 -2.261 -2.855
S -3.161 -0.171 -1.741
O -3.621 0.739 -2.858
O -4.039 -0.205 -0.562
O -1.797 0.171 -1.295
C 2.269 0.362 1.997
O 1.457 0.532 1.033
N 2.225 -0.617 2.881
N 3.400 1.051 2.165
H 2.756 -0.660 3.738
H 1.330 -1.076 2.978
H 4.127 0.601 2.702
H 3.482 1.820 1.516
C -1.134 -2.083 1.449
O -0.857 -1.021 0.965
N -1.215 -2.288 2.681
N -1.556 -3.145 0.881
H -1.036 -1.475 3.252
H -1.289 -3.220 3.063
H -1.736 -3.079 -0.111
H -2.042 -3.847 1.420
C 1.216 -1.803 -2.018
O 0.756 -0.864 -1.452
N 2.088 -2.604 -1.383
N 0.835 -2.194 -3.249
H 2.514 -3.394 -1.845
H 2.236 -2.395 -0.406
H 0.325 -1.454 -3.710
H 1.586 -2.595 -3.792
C -1.801 2.629 1.773
O -0.947 1.901 1.331
N -3.053 2.461 2.023
N -1.615 3.822 2.262
H -3.526 1.590 1.830
H -3.551 3.234 2.439
H -0.694 3.990 2.642
H -2.408 4.401 2.499
```

3.
A 2-piece molecular cluster, C6H16IN2S overall at a distorted geometry, computed with wB97M-V/def2-TZVPD.

Orbital gap (spin up / spin down) (eV): 7.237 / 5.662
Spin multiplicity: 3
Electronic energy (eV): -28386.8765
Total charge: +1
Energy above the lowest of the compared OMol25 structures with the same formula, charge and spin (eV): 0.000

```
26
C6H16IN2S | the OMol25 dataset | wB97M-V/def2-TZVPD
C -1.304 1.832 -2.221
C 0.676 0.287 -2.181
C 1.161 -2.566 1.065
C 2.341 -0.417 1.583
C -2.254 0.948 1.736
C -0.118 -0.649 1.565
N -0.520 0.826 -1.592
N 1.043 -1.149 1.395
S -0.439 0.986 1.789
I -2.052 -1.108 -1.398
H -2.251 1.764 -1.667
H -0.834 2.771 -2.257
H -1.579 1.643 -3.328
H 0.411 0.223 -3.237
H 1.580 0.864 -1.991
H 0.884 -0.630 -1.729
H 2.135 -2.678 0.591
H 0.993 -3.131 1.975
H 0.414 -2.898 0.328
H 2.078 0.654 1.501
H 2.695 -0.672 2.598
H 3.201 -0.837 0.968
H -2.508 1.957 1.934
H -2.804 0.188 2.425
H -2.559 0.644 0.687
H -0.389 1.150 -0.538
```

4.
A 2-piece molecular cluster, C6H16N overall at a distorted geometry, computed with wB97M-V/def2-TZVPD.

Orbital gap (eV): 6.445
Electronic energy (eV): -7961.0061
Total charge: +1
Energy above the lowest of the compared OMol25 structures with the same formula, charge and spin (eV): 4.426

```
23
C6H16N | the OMol25 dataset | wB97M-V/def2-TZVPD
C 2.120 0.076 -0.632
C 0.845 0.585 0.125
C -0.427 -0.150 -0.081
C -1.683 0.379 0.493
C -2.413 -0.539 1.490
C -2.721 0.725 -0.594
N 1.137 0.543 1.551
H 1.902 -0.986 -0.787
H 2.271 0.493 -1.632
H 3.011 0.098 -0.024
H 0.696 1.634 -0.191
H 5.494 -2.421 -3.048
H -0.681 -0.753 -0.970
H -1.344 1.276 1.026
H -1.697 -0.883 2.242
H -2.763 -1.421 0.949
H -3.253 -0.081 2.002
H -2.309 1.518 -1.235
H -2.836 -0.121 -1.282
H -3.663 1.048 -0.177
H 0.782 -0.238 2.073
H 5.530 -1.700 -3.177
H 2.001 0.917 1.879
```

5.
A 2-piece molecular cluster, C6H16N overall, computed with wB97M-V/def2-TZVPD.

Orbital gap (eV): 10.846
Electronic energy (eV): -7964.6962
Total charge: +1
Energy above the lowest of the compared OMol25 structures with the same formula, charge and spin (eV): 0.736

```
23
C6H16N | the OMol25 dataset | wB97M-V/def2-TZVPD
C 0.487 -1.118 2.292
C -0.945 -1.111 1.813
C -1.713 -0.040 1.661
H 1.147 -1.478 1.505
H 0.806 -0.123 2.599
H 0.575 -1.781 3.146
H -1.346 -2.082 1.540
H -2.745 -0.146 1.347
H -1.399 0.935 1.992
C 1.895 1.228 -0.360
C 0.885 1.040 -1.475
N -0.080 -0.066 -1.160
C -1.183 -0.198 -2.164
H 2.390 0.292 -0.116
H 2.588 2.007 -0.640
H 1.380 1.529 0.553
H 0.271 1.916 -1.664
H 1.358 0.766 -2.415
H -0.469 0.081 -0.209
H 0.438 -0.943 -1.092
H -1.835 0.660 -2.068
H -1.755 -1.085 -1.934
H -0.750 -0.282 -3.153
```

6.
An isolated ion of composition C6H16N2 and charge -1 at a distorted geometry, computed with wB97M-V/def2-TZVPD.

Orbital gap (spin up / spin down) (eV): 2.387 / 8.525
Spin multiplicity: 2
Electronic energy (eV): -9457.5739
Total charge: -1
Energy above the lowest of the compared OMol25 structures with the same formula, charge and spin (eV): 2.695

```
24
C6H16N2 | the OMol25 dataset | wB97M-V/def2-TZVPD
N 1.884 1.817 -0.287
C 1.003 0.892 -1.045
C 1.739 0.473 -2.290
C 0.774 -0.319 -0.182
N -0.334 0.164 0.622
C -1.189 -2.141 1.496
C -1.387 -0.614 1.305
C -2.597 -0.216 0.497
H 2.852 1.530 -0.436
H 1.689 2.747 -0.369
H 0.114 1.507 -1.312
H 1.381 0.824 -3.277
H 2.788 0.837 -2.353
H 1.824 -0.702 -2.192
H 1.561 -0.698 0.528
H 0.287 -1.218 -0.635
H 0.189 0.737 1.259
H -1.474 -2.554 0.558
H -1.628 -2.638 2.392
H -0.239 -2.452 1.769
H -1.344 -0.092 2.397
H -3.593 -0.249 0.924
H -2.640 -0.786 -0.463
H -2.681 0.882 0.178
```

7.
An isolated ion of composition C6H16N2 and charge -1 at a distorted geometry, computed with wB97M-V/def2-TZVPD.

Orbital gap (spin up / spin down) (eV): 2.333 / 8.937
Spin multiplicity: 2
Electronic energy (eV): -9459.3377
Total charge: -1
Energy above the lowest of the compared OMol25 structures with the same formula, charge and spin (eV): 0.931

```
24
C6H16N2 | the OMol25 dataset | wB97M-V/def2-TZVPD
C 0.516 0.393 -3.139
C 0.871 0.200 -1.668
C -0.448 -0.177 -0.951
C -0.430 -1.017 0.351
C 0.275 -0.392 1.558
C -0.672 0.211 2.634
N -1.828 -0.611 2.900
N 1.443 1.401 -0.956
H 0.627 -0.515 -3.759
H -0.520 0.718 -3.307
H 1.070 1.108 -3.737
H 1.748 -0.452 -1.630
H -0.902 0.776 -0.682
H -1.031 -0.744 -1.683
H 0.070 -1.935 0.065
H -1.486 -1.200 0.553
H 0.912 0.464 1.341
H 0.900 -1.166 2.001
H -0.980 1.165 2.165
H -0.070 0.564 3.474
H -2.410 -0.395 3.697
H -1.624 -1.573 2.745
H 1.769 2.110 -1.610
H 2.200 1.069 -0.362
```

8.
A 2-piece molecular cluster, C6H16N2 overall at a distorted geometry, computed with wB97M-V/def2-TZVPD.

Orbital gap (eV): 9.211
Electronic energy (eV): -9460.3131
SMILES string: C=CNC.CCCN
Energy above the lowest of the compared OMol25 structures with the same formula, charge and spin (eV): 1.761

```
24
C6H16N2 | the OMol25 dataset | wB97M-V/def2-TZVPD
C -0.343 -1.233 -3.296
C 0.438 -0.327 -2.609
N -0.084 0.714 -1.869
C 0.730 1.939 -1.973
H -1.432 -1.155 -3.124
H 0.050 -2.028 -3.975
H 1.550 -0.469 -2.645
H -1.065 0.860 -2.223
H 0.253 2.699 -1.368
H 1.700 1.689 -1.591
H 0.821 2.256 -3.010
C 1.009 0.481 1.155
C 0.217 -0.717 1.705
C -0.832 -0.271 2.734
N -1.840 -1.364 3.001
H 1.553 1.018 1.982
H 0.304 1.158 0.753
H 1.694 0.198 0.368
H -0.307 -1.229 0.878
H 0.923 -1.468 2.184
H -1.352 0.577 2.313
H -0.338 0.061 3.675
H -2.322 -1.152 3.843
H -1.326 -2.237 3.091
```

9.
The molecule C6H16N2 at a distorted geometry, computed with wB97M-V/def2-TZVPD.

Orbital gap (eV): 9.298
Electronic energy (eV): -9461.0445
SMILES string: CC[C@@H](CNC)NC
Energy above the lowest of the compared OMol25 structures with the same formula, charge and spin (eV): 1.030

```
24
C6H16N2 | the OMol25 dataset | wB97M-V/def2-TZVPD
C -2.325 0.665 2.026
C -0.847 0.386 1.813
C -0.402 0.364 0.331
C 1.074 -0.034 0.262
N 1.727 0.394 -0.974
C 2.887 -0.406 -1.332
N -1.295 -0.546 -0.412
C -1.115 -0.569 -1.856
H -2.866 0.809 1.091
H -2.863 -0.129 2.547
H -2.511 1.566 2.618
H -0.248 1.152 2.309
H -0.522 -0.582 2.210
H -0.586 1.327 -0.140
H 1.148 -1.114 0.371
H 1.591 0.392 1.145
H 2.001 1.365 -0.864
H 3.705 -0.351 -0.607
H 3.275 -0.047 -2.291
H 2.605 -1.459 -1.417
H -1.206 -1.492 -0.061
H -0.899 0.424 -2.250
H -0.285 -1.209 -2.195
H -2.044 -0.906 -2.324
```